This record from the Open Molecules 2025 dataset describes a structure of composition C50H41BrCl5KN6O5 in a non-equilibrium geometry. The level of theory is the ωB97M-V functional and the def2-TZVPD basis.

Results
Net charge = -2
Gap between HOMO and LUMO = 6.354 eV
E_tot = -8109.7872 a.u.

The geometry in XYZ format:
```
109
Properties=species:S:1:pos:R:3:mulliken_charge:R:1
K -0.76830 -1.08753 -0.66392 1.500
O 1.18911 0.03958 1.73923 0.491
C 2.29471 -0.80562 1.95787 2.813
C 2.09064 -2.09925 1.00258 -0.497
O 3.01015 -2.91463 0.94140 -0.814
O 0.95549 -2.09866 0.46147 -0.296
C 2.25295 -1.28673 3.40708 -0.242
C 1.38242 -2.31246 3.76732 0.071
C 1.25247 -2.71861 5.08517 -1.077
C 1.99911 -2.10344 6.08008 -0.422
C 2.86003 -1.07248 5.73820 -0.810
C 2.97853 -0.66326 4.41691 -0.208
C 3.58296 -0.13549 1.57344 -0.764
C 3.58711 1.04656 0.84049 0.166
C 4.77725 1.64140 0.44634 -0.687
C 5.99146 1.04890 0.75801 -0.635
C 5.99881 -0.14385 1.47127 -0.807
C 4.81112 -0.72847 1.87919 -0.192
H 0.59497 -0.52313 1.19487 -0.581
H 0.80415 -2.81185 3.00087 0.210
H 0.55800 -3.51328 5.32931 0.430
H 1.91289 -2.42613 7.11099 0.368
H 3.43692 -0.56835 6.50586 0.352
H 3.63857 0.16098 4.17434 0.395
H 2.63932 1.49286 0.56761 0.141
H 4.75509 2.56970 -0.11330 0.477
H 6.92514 1.51069 0.45752 0.359
H 6.94063 -0.62150 1.71708 0.381
H 4.82311 -1.66494 2.41785 0.491
C 3.88271 0.11018 -2.65561 -1.129
C 2.76537 -0.37078 -1.95143 -0.767
N 1.54187 0.04131 -2.18167 0.999
C 1.33415 0.95472 -3.14357 -0.816
C 2.38706 1.51604 -3.89530 1.577
C 3.69048 1.06312 -3.61996 -1.051
C 2.10369 2.49695 -4.89654 -0.927
C 0.83219 2.87717 -5.15735 -0.950
C -0.26516 2.31995 -4.42979 1.504
C -1.60233 2.69209 -4.65874 -0.919
C -2.59689 2.14706 -3.88805 -0.977
C -2.24831 1.21960 -2.89039 -0.722
N -1.00958 0.84224 -2.67464 1.051
C -0.02586 1.36943 -3.41530 -0.597
H 4.86952 -0.26317 -2.41741 0.506
H 2.88750 -1.12558 -1.18245 0.649
H 4.52570 1.47012 -4.17991 0.364
H 2.93117 2.92228 -5.45414 0.386
H 0.62153 3.61176 -5.92720 0.369
H -1.82436 3.41260 -5.43890 0.351
H -3.63367 2.41611 -4.04005 0.498
H -3.00501 0.78612 -2.24012 0.426
Br -0.30707 0.93853 5.04769 -0.125
C -2.06062 1.05462 4.28273 0.336
C -3.10487 1.50751 5.07158 -0.804
C -4.34633 1.60773 4.45620 -0.333
C -4.46821 1.27623 3.11925 -1.028
C -3.35183 0.80667 2.43206 0.400
N -2.16138 0.69669 3.02709 0.180
C -3.44845 0.46013 0.92577 -0.121
O -4.28444 1.13673 0.30291 -0.782
O -2.67715 -0.43262 0.52130 0.053
H -2.94451 1.76957 6.10686 0.420
H -5.20342 1.94878 5.02517 0.394
H -5.40064 1.37903 2.58229 0.488
N -2.03986 -3.07133 1.52650 -0.592
C -1.82052 -4.12728 0.64597 0.641
C -2.84030 -4.57745 -0.19831 -0.542
C -2.65257 -5.68209 -1.01059 -0.431
C -1.44807 -6.37238 -0.99900 -0.634
C -0.42945 -5.93374 -0.16174 -0.688
C -0.61057 -4.82936 0.65176 0.083
H -2.67149 -2.35632 1.18066 0.183
H -1.18444 -2.63405 1.84242 0.181
H -3.77757 -4.03314 -0.22509 0.430
H -3.45093 -5.99627 -1.67384 0.367
H -1.29829 -7.23095 -1.64260 0.371
H 0.52709 -6.44259 -0.15700 0.372
H 0.20660 -4.47799 1.26934 0.083
C 0.15251 3.80116 -1.01464 -0.029
C 0.13190 5.29652 -0.59066 -0.944
N -0.58088 5.44828 0.67972 -0.256
C 0.10952 4.65171 1.70347 -0.910
C 0.15386 3.15673 1.28344 0.988
N -0.51580 2.98698 -0.00603 0.463
C -1.90227 3.42988 0.11762 0.255
C -1.94374 4.92911 0.51648 -0.898
H 1.17620 3.43190 -1.13074 0.329
H -0.37062 3.66485 -1.96321 -0.126
H -0.37882 5.91310 -1.33643 0.417
H 1.14375 5.69021 -0.45674 0.274
H -0.42259 4.79003 2.64847 0.247
H 1.11587 5.06544 1.81741 0.429
H -0.34653 2.51432 2.00879 -0.536
H 1.18015 2.80095 1.18884 -0.360
H -2.39113 2.81645 0.86654 -0.500
H -2.41246 3.24812 -0.82978 0.375
H -2.47074 5.07381 1.46327 0.384
H -2.44179 5.53647 -0.24514 0.283
Cl -4.42728 -1.83278 -2.12132 -0.230
C -3.25605 -2.75376 -3.03907 0.583
C -1.91141 -2.51767 -2.78382 -1.295
C -1.05540 -3.28481 -3.56073 0.789
Cl 0.66091 -3.06732 -3.31547 -0.262
C -1.46551 -4.21239 -4.51418 -0.339
Cl -0.32587 -5.12832 -5.45764 -0.248
C -2.82779 -4.41026 -4.72117 0.635
Cl -3.38531 -5.55235 -5.89778 -0.257
C -3.73833 -3.67141 -3.96964 -0.360
Cl -5.44164 -3.91992 -4.21589 -0.242
```


This record from the Open Molecules 2025 dataset describes a structure of composition C50H41Cl3N5O2P2S2ScSi. The level of theory is the ωB97M-V functional and the def2-TZVPD basis.

Results
Net charge = -2
Gap between HOMO and LUMO = 6.460 eV
E_tot = -6264.5468 a.u.

The geometry in XYZ format:
```
107
Properties=species:S:1:pos:R:3:mulliken_charge:R:1
Sc 0.22088 1.16136 1.29328 -1.067
S 1.47656 0.56391 -2.49791 -0.617
P -0.22077 1.49457 -2.01631 2.012
C -0.39342 2.28307 -0.51963 -0.781
P 0.10661 3.85215 -0.17700 1.944
S 0.79317 3.95230 1.69437 -0.704
C -1.22152 5.09766 -0.29331 0.278
C -0.94131 6.46305 -0.24588 -0.308
C -1.97239 7.38748 -0.24040 -0.623
C -3.29494 6.95590 -0.25674 -0.500
C -3.57838 5.60084 -0.26690 -1.073
C -2.54342 4.67594 -0.28476 -0.284
C 1.37066 4.41969 -1.37180 0.117
C 1.09837 5.21640 -2.48030 -0.168
C 2.09698 5.50308 -3.40140 -0.739
C 3.37264 4.98793 -3.22629 -0.567
C 3.64339 4.17344 -2.13452 -0.700
C 2.64878 3.88805 -1.21490 -0.179
C -1.60624 0.30287 -2.17209 -0.056
C -1.59063 -0.65837 -3.17691 -0.753
C -2.64276 -1.55242 -3.30814 -0.685
C -3.71302 -1.50235 -2.42373 -0.537
C -3.72355 -0.55850 -1.40591 -0.635
C -2.67711 0.34503 -1.28680 -0.222
C -0.64680 2.63911 -3.39560 0.475
C -1.83200 3.36699 -3.32770 -0.425
C -2.15931 4.28302 -4.31444 -0.731
C -1.30119 4.47875 -5.38914 -0.519
C -0.12418 3.74948 -5.46949 -0.701
C 0.20187 2.83267 -4.47869 -0.577
H 0.08857 6.79716 -0.20282 0.427
H -1.74630 8.44746 -0.21119 0.387
H -4.10212 7.67976 -0.24297 0.367
H -4.60583 5.25685 -0.24615 0.443
H -2.74615 3.61170 -0.26838 0.606
H 0.09691 5.59137 -2.65195 0.373
H 1.86714 6.11592 -4.26582 0.407
H 4.15214 5.20473 -3.94848 0.345
H 4.62868 3.74155 -2.00513 0.412
H 2.85234 3.23577 -0.37206 0.103
H -0.73510 -0.71209 -3.83992 0.416
H -2.61827 -2.30412 -4.08963 0.354
H -4.52741 -2.21393 -2.51507 0.373
H -4.53312 -0.53392 -0.68564 0.402
H -2.65455 1.06171 -0.47339 0.066
H -2.49621 3.22019 -2.48541 0.374
H -3.08056 4.84959 -4.23829 0.406
H -1.54985 5.20060 -6.15953 0.352
H 0.55404 3.90219 -6.30213 0.405
H 1.12770 2.27022 -4.51260 0.416
N -0.75093 -3.69537 5.56447 -0.620
C 0.29916 -2.97005 5.01449 -0.082
C 0.02871 -1.91357 4.12642 -0.453
N 0.99353 -1.29429 3.47841 0.576
C 2.25350 -1.63084 3.78577 0.172
C 2.50799 -2.60431 4.72990 -0.545
N 1.54203 -3.30072 5.33493 -0.659
H -1.53658 -3.75890 4.92443 0.322
H -0.43889 -4.61271 5.85035 0.306
H -0.98812 -1.63658 3.89387 0.757
H 3.04769 -1.11798 3.25944 -0.229
H 3.52946 -2.86361 4.98945 0.409
C 5.16493 0.07725 1.85593 -0.535
C 4.37546 -0.56351 0.91193 -0.736
C 3.04270 -0.19523 0.75134 0.059
C 2.44074 0.82661 1.50906 1.105
C 3.28143 1.46086 2.43824 -0.409
C 4.61117 1.09439 2.62015 -0.666
H 6.20386 -0.20701 1.99063 0.333
H 4.80107 -1.34957 0.29376 0.380
H 2.45777 -0.70302 -0.00984 0.213
H 2.88559 2.27476 3.03897 0.216
H 5.22070 1.60680 3.35887 0.333
O -0.25200 -0.59388 0.37181 1.118
C -0.60244 -1.75111 0.72203 -0.921
N -0.11489 -2.83269 0.04256 0.356
C -0.44628 -4.04445 0.76273 1.906
C -1.42704 -3.41682 1.83421 0.078
O -2.02708 -4.09946 2.65462 -0.798
N -1.44502 -2.07363 1.70714 -0.217
C -1.19262 -5.01403 -0.14712 0.122
C -0.81825 -6.33551 -0.34958 -0.263
C -1.53615 -7.14538 -1.22367 -0.964
C -2.63194 -6.64416 -1.90322 -0.505
C -3.00952 -5.32015 -1.70845 -0.678
C -2.29643 -4.51402 -0.84087 -0.208
C 0.74265 -4.65529 1.49290 -0.470
C 0.52601 -5.66162 2.43778 0.233
C 1.59020 -6.23764 3.11094 -0.921
C 2.88941 -5.81909 2.85809 -0.494
C 3.11087 -4.81053 1.93657 -0.827
C 2.04498 -4.23044 1.26008 -0.017
H 0.62102 -2.71222 -0.63298 0.474
H 0.03957 -6.74228 0.16736 0.425
H -1.22632 -8.17349 -1.37289 0.394
H -3.18723 -7.27563 -2.58702 0.384
H -3.86180 -4.91110 -2.23819 0.364
H -2.58511 -3.47797 -0.70494 0.227
H -0.49009 -5.96530 2.64918 0.488
H 1.40262 -7.00574 3.85214 0.379
H 3.71945 -6.25964 3.39769 0.375
H 4.11418 -4.44446 1.75318 0.425
H 2.24659 -3.41222 0.58069 0.136
Cl -0.48442 1.68097 3.81339 -0.289
Si -2.44021 1.49303 2.72315 0.088
Cl -3.31767 3.38496 3.20166 -0.371
Cl -3.44703 0.27177 4.17361 -0.379
```


This record from the Open Molecules 2025 dataset describes a structure of composition C50H41NO4P3ReSSe3Te in a non-equilibrium geometry. The level of theory is the ωB97M-V functional and the def2-TZVPD basis.

Results
<S²> = 3.795
Net charge = -1
Gap between HOMO and LUMO (alpha / beta) = 4.344 / 4.803 eV
Spin multiplicity = 4
E_tot = -11258.6280 a.u.

The geometry in XYZ format:
```
105
Properties=species:S:1:pos:R:3:lowdin_spin:R:1
Re 0.31556 -0.31009 -1.31906 1.789
O 0.89171 1.15460 0.96342 0.051
P 0.31907 2.32497 1.70316 0.007
C -1.50443 2.31779 1.97163 0.001
P -2.26585 0.71237 2.44776 0.002
O -2.00595 -0.42103 1.54571 0.011
C -1.63124 0.37852 4.10970 0.000
C -1.99274 1.14448 5.21587 0.000
C -1.45802 0.85200 6.45892 0.000
C -0.56590 -0.20109 6.60613 0.000
C -0.20077 -0.96392 5.50619 0.000
C -0.73954 -0.67512 4.26213 0.000
C -4.04506 1.04709 2.54927 0.000
C -4.80850 0.49559 3.57452 0.000
C -6.18977 0.60909 3.54529 0.000
C -6.81057 1.24786 2.48177 0.000
C -6.05029 1.78960 1.45565 0.000
C -4.66773 1.69298 1.48335 0.000
C 1.13528 2.38335 3.32852 0.003
C 0.57364 2.84646 4.51162 0.001
C 1.31665 2.83248 5.68208 0.000
C 2.63267 2.39647 5.67171 0.000
C 3.20864 1.96171 4.48646 0.000
C 2.45735 1.94187 3.32289 0.001
C 0.67575 3.86730 0.83727 0.002
C 1.95392 3.96914 0.29238 0.000
C 2.29192 5.06966 -0.47387 0.000
C 1.34654 6.05793 -0.71424 0.000
C 0.08186 5.96284 -0.16187 0.000
C -0.25761 4.87540 0.62915 0.002
H -1.90455 2.61434 0.98839 0.003
H -1.77963 3.06609 2.71908 0.000
H -2.69931 1.95751 5.09082 0.000
H -1.73578 1.44666 7.32023 0.000
H -0.16276 -0.43275 7.58376 0.000
H 0.49800 -1.78337 5.61861 0.000
H -0.48362 -1.27098 3.39509 0.000
H -4.32220 -0.02970 4.38741 0.000
H -6.78126 0.18335 4.34594 0.000
H -7.89099 1.30788 2.44813 0.000
H -6.53123 2.27808 0.61887 0.000
H -4.08902 2.09816 0.65966 0.002
H -0.44461 3.21253 4.53080 0.000
H 0.86681 3.16419 6.60936 0.000
H 3.21186 2.39823 6.58661 0.000
H 4.24025 1.63464 4.46721 0.000
H 2.88360 1.57190 2.39850 0.000
H 2.65971 3.15805 0.42399 0.000
H 3.26552 5.13144 -0.93721 0.000
H 1.59609 6.88217 -1.36865 0.000
H -0.66671 6.71369 -0.37757 0.000
H -1.26108 4.80506 1.02610 0.001
O -1.42576 -3.95334 -2.56202 0.023
C -0.83503 -3.30110 -1.71212 0.014
O -0.34785 -2.12969 -1.86800 0.075
C -0.59807 -3.93667 -0.34631 0.005
C -1.15447 -5.18910 -0.10539 0.001
C -0.97333 -5.82574 1.11007 0.002
C -0.20401 -5.22910 2.10242 0.001
C 0.35123 -3.98101 1.88563 0.002
C 0.13636 -3.32220 0.67425 0.010
S 0.73680 -1.65770 0.59351 0.037
H -1.72733 -5.64425 -0.90228 0.000
H -1.43134 -6.79059 1.29000 0.000
H -0.03837 -5.73704 3.04505 0.000
H 0.95219 -3.50958 2.65517 0.000
Se -1.81574 0.50337 -1.73470 0.374
Se -2.11257 2.68548 -2.04499 0.207
Te 2.13479 3.15703 -3.69148 0.123
Se 1.48058 1.30058 -2.19360 0.186
N 1.95620 -1.62192 -0.59875 0.023
P 3.49227 -1.96495 -0.35859 0.009
C 3.73363 -3.75986 -0.34289 0.000
C 4.76231 -4.36750 0.37457 0.000
C 4.85039 -5.74887 0.41049 0.000
C 3.91084 -6.52674 -0.25307 0.000
C 2.88408 -5.92601 -0.96728 0.000
C 2.79967 -4.54443 -1.01588 0.001
C 4.32559 -1.19420 -1.74716 0.005
C 4.61416 0.16804 -1.66528 0.008
C 5.09026 0.83549 -2.78070 0.008
C 5.24353 0.14958 -3.97698 0.000
C 4.95251 -1.20327 -4.05881 0.003
C 4.48906 -1.88342 -2.94331 0.000
C 4.28986 -1.37630 1.16438 0.003
C 3.57199 -1.26309 2.35211 0.000
C 4.20746 -0.85302 3.51457 0.000
C 5.56423 -0.56577 3.49948 0.000
C 6.28584 -0.68020 2.31941 0.000
C 5.65413 -1.07984 1.15437 0.001
H 5.48637 -3.75874 0.90019 0.000
H 5.65159 -6.21946 0.96612 0.000
H 3.98218 -7.60594 -0.21144 0.000
H 2.14724 -6.52834 -1.48157 0.000
H 2.00635 -4.06780 -1.57987 0.000
H 4.45461 0.69958 -0.73526 0.001
H 5.28426 1.89697 -2.73578 0.000
H 5.56921 0.68968 -4.85543 0.000
H 5.06193 -1.72772 -4.99906 0.000
H 4.23910 -2.93626 -3.00115 0.000
H 2.51322 -1.47898 2.36963 0.000
H 3.63604 -0.75666 4.42862 0.000
H 6.06160 -0.25440 4.40958 0.000
H 7.34475 -0.45666 2.30399 0.000
H 6.20785 -1.17248 0.22828 0.000
```


The calculation returns the following energy above the lowest of the compared OMol25 structures with the same formula, charge and spin values, one per record and in order: 17.7; 9.7; 122.2 kcal/mol.